# 1
{"formula": "C3H4N2O", "method": "ωB97M-V with the def2-TZVPD basis set", "species": ["O", "C", "N", "C", "C", "N", "H", "H", "H", "H"], "xyz": [[2.331, -0.367, -0.272], [1.111, -0.381, -0.775], [0.167, -1.098, -0.230], [-1.008, -0.676, 0.106], [-1.232, 0.766, 0.117], [-0.316, 1.657, 0.062], [2.433, -0.932, 0.516], [-1.838, -1.377, 0.179], [-2.264, 1.105, 0.016], [0.616, 1.303, 0.281]], "nbo_charge": [-0.652, 0.409, -0.446, 0.007, 0.027, -0.541, 0.472, 0.202, 0.190, 0.334], "total_charge": 0, "e_homo_ev": [-8.9, -8.9]}

---

# 2
{"formula": "C12H12N2O", "method": "ωB97M-V with the def2-TZVPD basis set", "species": ["C", "C", "C", "C", "C", "C", "C", "C", "C", "C", "C", "C", "N", "N", "O", "H", "H", "H", "H", "H", "H", "H", "H", "H", "H", "H", "H"], "xyz": [[-3.240, 0.503, -0.926], [-3.481, -0.831, -0.613], [-2.063, 1.040, -0.492], [-2.565, -1.587, 0.048], [-1.105, 0.246, 0.085], [-1.325, -1.050, 0.311], [2.665, 0.823, -0.835], [3.606, -0.058, -0.455], [1.360, 0.140, -0.831], [0.899, -0.976, 0.960], [0.423, 0.511, 0.336], [0.734, 1.783, 1.274], [-0.279, -1.746, 0.979], [1.709, -1.253, -0.349], [3.144, -1.340, -0.300], [-3.881, 1.051, -1.544], [-4.332, -1.217, -1.087], [-1.896, 2.037, -0.854], [-2.676, -2.636, 0.011], [2.830, 1.795, -0.747], [4.679, 0.084, -0.353], [0.852, -0.050, -1.868], [1.488, -0.889, 1.774], [1.784, 1.985, 1.318], [0.538, 1.549, 2.305], [0.296, 2.779, 1.043], [-0.163, -2.695, 0.810]], "nbo_charge": [-0.235, -0.181, -0.177, -0.251, -0.085, 0.175, -0.339, 0.145, -0.110, 0.114, -0.015, -0.627, -0.597, -0.160, -0.363, 0.209, 0.207, 0.209, 0.210, 0.215, 0.208, 0.218, 0.185, 0.213, 0.220, 0.222, 0.393], "total_charge": 0, "e_homo_ev": -8.0}

---

# 3
{"formula": "C9H44B2CrO9", "method": "ωB97M-V with the def2-TZVPD basis set", "species": ["Cr", "B", "H", "H", "H", "H", "B", "H", "H", "H", "H", "C", "O", "H", "H", "H", "H", "C", "O", "H", "H", "H", "H", "C", "O", "H", "H", "H", "H", "C", "O", "H", "H", "H", "H", "C", "O", "H", "H", "H", "H", "C", "O", "H", "H", "H", "H", "C", "O", "H", "H", "H", "H", "C", "O", "H", "H", "H", "H", "C", "O", "H", "H", "H", "H"], "xyz": [[-0.289, -1.725, -2.107], [0.242, -0.035, -0.835], [0.450, 0.980, -0.533], [1.039, -0.387, -1.472], [0.242, -0.644, 0.056], [-0.706, -0.060, -1.349], [0.548, -1.037, -3.991], [-0.290, -1.710, -4.092], [1.242, -1.508, -3.313], [1.086, -0.837, -4.904], [0.193, -0.130, -3.527], [1.252, -3.277, 0.272], [1.397, -2.654, -1.007], [0.287, -3.747, 0.460], [2.010, -4.052, 0.155], [1.625, -2.721, 1.133], [2.338, -2.683, -1.195], [-2.812, -2.887, -0.305], [-1.633, -2.150, -0.481], [-3.670, -2.298, -0.629], [-2.734, -3.842, -0.824], [-2.922, -3.126, 0.753], [-1.509, -1.762, 0.388], [-1.885, -1.778, 3.281], [-1.121, -1.444, 2.139], [-1.919, -2.856, 3.436], [-1.345, -1.421, 4.158], [-2.895, -1.367, 3.287], [-0.302, -1.031, 2.421], [3.753, -0.447, 0.193], [2.748, 0.419, 0.668], [3.561, -1.481, 0.479], [3.831, -0.389, -0.893], [4.773, -0.279, 0.540], [1.967, 0.462, 0.111], [-0.911, 2.328, 2.794], [-0.065, 2.963, 3.722], [-1.597, 3.041, 2.337], [-0.328, 1.962, 1.949], [-1.459, 1.511, 3.263], [0.475, 3.577, 3.219], [1.747, 3.549, -1.297], [1.516, 4.843, -1.747], [1.242, 2.782, -1.884], [2.812, 3.347, -1.181], [1.349, 3.476, -0.285], [0.815, 4.770, -2.400], [1.952, -0.207, 4.150], [1.374, -0.438, 2.886], [2.988, -0.545, 4.135], [1.868, 0.810, 4.534], [1.464, -0.725, 4.976], [1.885, 0.053, 2.238], [-1.809, 3.132, -0.852], [-1.880, 1.817, -0.275], [-1.305, 3.919, -0.291], [-1.244, 3.075, -1.783], [-2.850, 3.380, -1.060], [-0.963, 1.556, -0.167], [-2.535, 0.328, -3.278], [-2.231, -0.999, -2.906], [-3.563, 0.632, -3.080], [-1.858, 1.005, -2.758], [-2.383, 0.414, -4.354], [-3.059, -1.455, -3.073]], "lowdin_spin": [2.887, 0.026, -0.007, 0.011, 0.012, -0.007, 0.034, 0.016, -0.001, -0.007, 0.013, -0.001, 0.000, 0.000, -0.001, 0.000, 0.000, 0.001, 0.014, 0.001, 0.000, -0.001, 0.001, 0.000, 0.001, 0.000, 0.000, 0.000, 0.000, 0.001, 0.003, 0.000, 0.000, 0.000, 0.001, 0.000, 0.000, 0.000, 0.000, 0.000, 0.000, 0.000, 0.000, 0.000, 0.000, 0.000, 0.000, 0.000, 0.000, 0.000, 0.000, 0.000, 0.000, 0.000, 0.001, 0.000, 0.000, 0.000, 0.001, 0.002, 0.000, 0.000, 0.000, 0.001, 0.000], "spin_multiplicity": 4, "total_charge": 1, "e_homo_ev": [-12.2, -12.2]}

---

# 4
{"formula": "C20H28MnNO3", "method": "ωB97M-V with the def2-TZVPD basis set", "species": ["O", "C", "C", "H", "H", "C", "H", "H", "C", "H", "H", "H", "C", "H", "H", "H", "Mn", "C", "C", "C", "H", "C", "C", "H", "H", "H", "H", "C", "C", "C", "H", "C", "C", "H", "H", "H", "H", "O", "C", "C", "H", "H", "C", "H", "H", "C", "H", "H", "H", "H", "O", "C", "N"], "xyz": [[0.289, -0.132, -1.195], [-0.116, -1.484, -0.844], [1.282, -2.060, -1.087], [-0.875, -1.824, -1.547], [-0.469, -1.544, 0.194], [1.686, -0.560, -1.251], [1.386, -2.598, -2.032], [1.683, -2.586, -0.226], [2.235, -0.171, -2.605], [1.465, -0.322, -3.375], [3.119, -0.767, -2.839], [2.490, 0.898, -2.608], [2.550, -0.105, -0.099], [2.117, -0.377, 0.872], [2.724, 0.972, -0.111], [3.521, -0.619, -0.180], [-0.250, 2.322, 3.133], [0.748, 1.367, 4.765], [-0.664, 1.135, 4.890], [-1.120, 0.451, 3.714], [-1.275, 1.329, 5.769], [0.007, 0.279, 2.840], [1.168, 0.828, 3.506], [2.194, 0.772, 3.160], [1.399, 1.791, 5.528], [-2.120, 0.056, 3.522], [0.004, -0.265, 1.899], [0.184, 4.834, 2.115], [1.324, 4.003, 2.320], [1.104, 2.761, 1.614], [2.228, 4.282, 2.875], [-0.264, 2.796, 1.067], [-0.778, 4.114, 1.343], [-1.714, 4.512, 0.952], [0.085, 5.867, 2.451], [1.893, 2.079, 1.311], [-0.665, 2.057, 0.377], [-1.388, -2.583, -3.047], [-0.399, -3.280, -3.855], [-1.094, -4.189, -4.878], [0.247, -3.880, -3.195], [0.233, -2.516, -4.331], [-2.603, -4.119, -4.516], [-0.693, -5.207, -4.794], [-0.920, -3.798, -5.889], [-2.711, -2.993, -3.473], [-2.944, -5.069, -4.080], [-3.211, -3.866, -5.391], [-3.292, -3.284, -2.589], [-3.194, -2.114, -3.916], [-2.946, 5.001, 5.151], [-2.199, 4.275, 4.573], [-1.456, 3.534, 4.012]], "lowdin_spin": [0.001, 0.000, 0.000, 0.000, 0.001, 0.000, 0.000, 0.000, 0.000, 0.000, 0.000, 0.000, 0.001, 0.001, 0.000, 0.000, 4.191, 0.051, 0.092, 0.055, 0.007, 0.057, 0.062, 0.005, 0.007, 0.008, 0.006, 0.085, 0.091, -0.007, 0.007, 0.021, 0.113, 0.007, 0.005, 0.001, 0.004, 0.000, 0.000, 0.000, 0.000, 0.000, 0.000, 0.000, 0.000, 0.000, 0.000, 0.000, 0.000, 0.000, 0.029, 0.037, 0.061], "spin_multiplicity": 6, "total_charge": -1, "e_homo_ev": [-2.0, -3.5]}

---

E in Eh, matching the order above: -301.354310, -649.064943, -2139.992580, -2210.257916
ΔE to the lowest compared entry with this formula, charge and spin in kcal per mole, matching the order above: 83.4, 95.6, 110.6, 8.7